No. 1
{
  "formula": "C18H18INOS",
  "method": "the ωB97M-V functional and the def2-TZVPD basis",
  "total_energy_ha": -1522.44584,
  "max_force_ha_per_bohr": 0.0653,
  "smiles": "C[C@H](I)Cc1cc2c(cc1C[C@@H]1CO1)Nc1ccccc1S2",
  "multiplicity": 1,
  "gap_ha": 0.299,
  "species": ["C", "C", "I", "C", "C", "C", "C", "C", "C", "C", "C", "C", "C", "O", "N", "C", "C", "C", "C", "C", "C", "S", "H", "H", "H", "H", "H", "H", "H", "H", "H", "H", "H", "H", "H", "H", "H", "H", "H", "H"],
  "positions_angstrom": [[2.419789, 3.401613, 2.798888], [0.970642, 2.952588, 2.618152], [-0.149991, 3.759724, 4.254429], [0.838635, 1.419272, 2.547482], [0.079765, 0.862103, 1.361033], [-0.967084, -0.015120, 1.638378], [-1.728360, -0.591832, 0.635508], [-1.457873, -0.294213, -0.695726], [-0.406105, 0.562017, -0.986080], [0.366436, 1.137956, 0.016386], [1.527798, 2.001573, -0.427494], [2.626189, 1.096521, -0.979352], [3.491260, 1.688036, -2.208165], [2.468569, 0.462402, -2.136379], [-2.244020, -0.877754, -1.703847], [-2.473350, -2.263628, -1.589703], [-2.323064, -3.112390, -2.677307], [-2.571455, -4.469151, -2.541271], [-2.964397, -4.986432, -1.314596], [-3.105531, -4.147230, -0.222875], [-2.863833, -2.786911, -0.359204], [-3.069732, -1.677776, 0.999918], [2.533171, 4.475042, 2.684774], [2.758965, 3.127520, 3.797275], [3.071740, 2.865679, 2.108644], [0.583801, 3.409454, 1.713485], [0.280882, 1.098783, 3.422422], [1.822303, 0.956207, 2.645308], [-1.199154, -0.264805, 2.664834], [-0.173776, 0.777596, -2.020828], [1.988603, 2.510626, 0.411452], [1.269357, 2.679969, -1.232033], [3.216478, 0.540406, -0.239175], [4.415290, 1.324266, -1.678241], [3.909680, 1.424901, -3.174944], [-1.922815, -0.626481, -2.627151], [-2.007443, -2.714752, -3.632808], [-2.440188, -5.118958, -3.393942], [-3.148295, -6.045206, -1.208949], [-3.422886, -4.541616, 0.731700]],
  "atomic_forces_ev_per_a": [[-0.094, -0.312, 0.411], [0.752, -0.043, -0.308], [-0.266, 0.125, -0.054], [-0.397, 0.054, 0.143], [-0.076, -0.036, -0.117], [-0.032, -0.065, -0.159], [0.029, -0.006, -0.031], [0.118, 0.136, 0.135], [-0.155, -0.069, 0.044], [-0.085, 0.244, 0.170], [0.435, -1.114, 0.020], [-1.177, 1.884, -0.747], [1.217, -2.447, 1.955], [0.766, -0.558, 0.045], [0.203, -0.092, -0.101], [-0.122, -0.011, 0.015], [-0.017, -0.130, -0.004], [-0.007, 0.088, 0.094], [0.003, -0.088, -0.148], [0.007, 0.132, -0.067], [0.041, 0.001, 0.020], [-0.150, 0.014, 0.136], [0.043, 0.074, -0.074], [0.071, 0.049, 0.070], [0.038, 0.144, -0.206], [-0.367, 0.078, 0.110], [0.132, -0.173, 0.120], [0.148, 0.075, -0.140], [0.006, 0.007, 0.085], [0.057, 0.015, -0.073], [-0.140, 0.363, -0.121], [-0.185, 0.214, 0.107], [0.024, 0.305, 0.014], [0.074, -0.397, -0.474], [-0.889, 1.550, -0.866], [-0.027, 0.045, -0.034], [0.030, 0.068, -0.044], [-0.027, -0.061, -0.038], [-0.040, -0.061, 0.020], [0.057, -0.002, 0.095]]
}

No. 2
{
  "formula": "C18H18N2O2",
  "method": "the ωB97M-V functional and the def2-TZVPD basis",
  "total_energy_ha": -956.66191,
  "max_force_ha_per_bohr": 0.0182,
  "smiles": "Cc1ccccc1OCC(=O)N/N=C/C=C/c1ccccc1",
  "multiplicity": 1,
  "gap_ha": 0.299,
  "de_lowest_kcal_mol": 68.0,
  "species": ["C", "C", "C", "C", "C", "C", "C", "O", "C", "C", "O", "N", "N", "C", "C", "C", "C", "C", "C", "C", "C", "C", "H", "H", "H", "H", "H", "H", "H", "H", "H", "H", "H", "H", "H", "H", "H", "H", "H", "H"],
  "positions_angstrom": [[-2.975161, -1.184106, -0.989426], [-4.337988, -0.867386, -0.450939], [-5.440641, -1.612473, -0.849765], [-6.703282, -1.372602, -0.338597], [-6.887705, -0.374861, 0.601829], [-5.808606, 0.388982, 1.005259], [-4.544706, 0.153727, 0.480983], [-3.503814, 0.941541, 0.957234], [-2.927548, 1.834138, 0.020833], [-1.435562, 1.578789, -0.220478], [-0.868573, 2.001595, -1.205512], [-0.872799, 0.877534, 0.795268], [0.396969, 0.460920, 1.000189], [1.350397, 0.720820, 0.186650], [2.663488, 0.240597, 0.498799], [3.720597, 0.476704, -0.297772], [5.087721, 0.051340, -0.083025], [6.060741, 0.411763, -1.021340], [7.379297, 0.035050, -0.861286], [7.758834, -0.713014, 0.241330], [6.807333, -1.080216, 1.180215], [5.488326, -0.704558, 1.023113], [-2.252556, -1.258763, -0.178240], [-2.993799, -2.129366, -1.526093], [-2.627685, -0.412710, -1.676479], [-5.299252, -2.403956, -1.571777], [-7.539647, -1.970184, -0.668644], [-7.866724, -0.185618, 1.015078], [-5.924818, 1.175846, 1.734883], [-3.448729, 1.812950, -0.940516], [-3.016455, 2.852454, 0.425736], [-1.504514, 0.586960, 1.536259], [1.224877, 1.290058, -0.731076], [2.749264, -0.319501, 1.417612], [3.556149, 1.049054, -1.203675], [5.770853, 0.995982, -1.883368], [8.115238, 0.324533, -1.597283], [8.789617, -1.008675, 0.368766], [7.099206, -1.663921, 2.041270], [4.761676, -0.999424, 1.763966]],
  "atomic_forces_ev_per_a": [[0.009, 0.062, 0.060], [0.127, 0.136, 0.117], [-0.050, 0.063, 0.038], [-0.095, -0.051, -0.010], [-0.028, -0.011, -0.035], [0.250, 0.093, 0.041], [-0.289, -0.088, -0.028], [-0.136, -0.273, 0.001], [0.090, 0.403, -0.210], [-0.315, -0.123, 0.129], [0.129, 0.088, -0.093], [-0.517, 0.041, 0.317], [0.621, -0.272, 0.227], [-0.709, 0.401, -0.426], [0.885, -0.118, -0.146], [-0.901, 0.053, 0.247], [0.673, -0.174, 0.049], [-0.245, -0.027, 0.135], [0.173, -0.048, 0.016], [0.049, 0.024, -0.059], [0.031, -0.046, 0.069], [-0.083, 0.096, -0.130], [0.088, -0.021, -0.025], [0.028, -0.026, -0.033], [0.093, 0.016, -0.061], [0.041, -0.075, -0.061], [-0.069, -0.055, -0.022], [-0.079, 0.021, 0.038], [0.005, 0.087, 0.072], [0.124, -0.068, 0.079], [0.017, -0.140, -0.108], [0.239, 0.076, -0.321], [-0.163, 0.010, 0.050], [0.069, -0.090, 0.127], [-0.076, 0.061, -0.074], [-0.050, 0.053, -0.072], [0.047, 0.022, -0.053], [0.077, -0.023, 0.010], [0.010, -0.040, 0.062], [-0.070, -0.037, 0.084]]
}

No. 3
{
  "formula": "C18H18N2O2",
  "method": "the ωB97M-V functional and the def2-TZVPD basis",
  "total_energy_ha": -956.72078,
  "max_force_ha_per_bohr": 0.0310,
  "multiplicity": 1,
  "gap_ha": 0.275,
  "de_lowest_kcal_mol": 31.0,
  "species": ["C", "C", "C", "C", "N", "C", "C", "C", "C", "C", "C", "C", "O", "C", "N", "C", "C", "C", "C", "C", "H", "H", "H", "H", "H", "C", "O", "H", "H", "H", "H", "H", "H", "H", "H", "H", "H", "H", "H", "H"],
  "positions_angstrom": [[-0.794198, -3.171947, 1.159850], [-2.160184, -3.243631, 0.490017], [-2.664689, -1.879619, 0.016463], [-1.829041, -1.271950, -1.125310], [-1.004133, -0.153514, -0.698277], [-1.585121, 1.051289, -0.365023], [-2.970686, 1.246312, -0.436010], [-3.532977, 2.459155, -0.098822], [-2.742547, 3.520277, 0.323594], [-1.379582, 3.348106, 0.390684], [-0.790340, 2.130557, 0.050599], [0.671493, 2.024184, 0.115807], [1.376360, 2.963818, 0.500987], [1.188831, 0.742340, -0.254803], [2.564617, 0.533236, -0.179363], [3.070569, -0.645808, 0.242912], [4.425147, -0.855401, 0.341739], [5.311092, 0.170195, 0.038529], [4.779323, 1.381718, -0.378774], [3.416907, 1.532107, -0.496359], [2.980653, 2.456356, -0.834843], [5.419487, 2.210838, -0.633824], [6.376227, 0.028615, 0.123507], [4.782085, -1.817087, 0.673617], [2.363245, -1.419168, 0.489504], [0.366160, -0.354871, -0.676009], [0.833671, -1.433626, -1.052568], [-0.721378, 4.144031, 0.705462], [-3.192333, 4.464059, 0.590760], [-4.604604, 2.578724, -0.165757], [-3.620669, 0.450668, -0.757976], [-2.470031, -0.938299, -1.945938], [-1.137304, -2.018949, -1.520745], [-2.667782, -1.191944, 0.865016], [-3.698142, -1.994723, -0.318054], [-2.112060, -3.925632, -0.361721], [-2.887102, -3.649847, 1.198285], [-0.040595, -2.836474, 0.453220], [-0.818220, -2.481260, 2.001274], [-0.502157, -4.152830, 1.528334]],
  "atomic_forces_ev_per_a": [[-0.123, -0.129, -0.104], [0.007, 0.215, 0.121], [0.024, -0.229, -0.093], [-0.176, -0.244, -0.042], [0.110, -0.241, -0.068], [0.013, 0.578, 0.174], [-0.071, -0.129, -0.065], [0.037, -0.001, 0.004], [-0.036, 0.066, 0.026], [0.055, -0.115, -0.018], [-0.267, 0.110, -0.062], [0.366, -0.679, 0.104], [0.059, 0.337, 0.042], [-1.541, 0.409, 0.031], [1.117, -0.152, 0.051], [0.126, -0.308, 0.143], [0.191, 0.196, -0.035], [-0.389, 0.079, -0.042], [0.177, -0.283, 0.056], [0.150, 0.246, -0.118], [-0.128, -0.111, 0.028], [-0.011, 0.087, -0.032], [0.111, -0.012, 0.010], [-0.040, -0.080, 0.031], [-0.084, 0.135, -0.031], [0.392, 0.368, -0.234], [0.182, -0.280, -0.064], [0.058, 0.042, 0.013], [-0.032, 0.085, 0.021], [-0.084, -0.015, -0.013], [-0.039, -0.122, -0.018], [0.054, -0.005, 0.044], [-0.177, 0.160, -0.007], [-0.098, 0.038, -0.005], [-0.050, 0.087, 0.036], [-0.067, -0.070, -0.022], [-0.024, -0.072, -0.068], [0.105, 0.038, -0.006], [0.030, 0.076, 0.120], [0.073, -0.077, 0.091]]
}

No. 4
{
  "formula": "C18H18N2O4PtS",
  "method": "the ωB97M-V functional and the def2-TZVPD basis",
  "total_energy_ha": -1624.69634,
  "max_force_ha_per_bohr": 0.0134,
  "multiplicity": 1,
  "gap_ha": 0.287,
  "de_lowest_kcal_mol": 3.4,
  "species": ["Pt", "O", "C", "C", "C", "C", "C", "C", "C", "O", "N", "N", "C", "C", "C", "C", "C", "C", "C", "O", "H", "H", "H", "H", "H", "H", "H", "H", "H", "H", "O", "S", "C", "C", "C", "C", "H", "H", "H", "H", "H", "H", "H", "H"],
  "positions_angstrom": [[-0.083618, -0.795228, 0.777533], [-4.453937, 1.931490, 2.303365], [-4.955317, 0.960775, 1.521580], [-6.340943, 0.924686, 1.357362], [-6.927485, -0.046639, 0.573307], [-6.149193, -1.007364, -0.068318], [-4.779094, -0.975153, 0.087610], [-4.159847, -0.001912, 0.875508], [-2.690246, -0.019973, 0.998693], [-2.039131, -0.932788, 0.352424], [-2.110345, 0.906265, 1.729408], [-0.736267, 0.724907, 1.759393], [-0.007873, 1.521329, 2.455743], [1.412083, 1.388453, 2.654745], [1.996724, 2.303515, 3.554097], [3.335300, 2.286382, 3.850908], [4.146332, 1.330154, 3.229718], [3.614586, 0.424420, 2.346702], [2.238326, 0.414456, 2.032206], [1.836124, -0.480984, 1.163228], [-3.474258, 1.835193, 2.310449], [-6.931175, 1.678487, 1.860919], [-8.004140, -0.056535, 0.457540], [-6.611572, -1.768978, -0.681135], [-4.148041, -1.705934, -0.398907], [-0.531802, 2.320656, 2.971199], [1.351105, 3.038896, 4.020466], [3.754744, 2.998713, 4.547413], [5.207665, 1.303223, 3.444354], [4.237177, -0.313251, 1.857243], [0.478359, -2.742156, 0.139727], [1.770997, -3.315663, 0.727155], [2.739264, -3.793214, -0.742395], [2.643906, -5.311650, -0.914037], [1.324778, -5.737717, -0.274901], [1.308940, -5.026224, 1.069485], [3.752855, -3.411786, -0.637537], [2.239265, -3.251265, -1.545638], [3.474921, -5.795773, -0.396389], [2.708335, -5.587819, -1.965793], [1.242516, -6.818308, -0.163158], [0.481675, -5.391706, -0.875526], [2.066452, -5.421880, 1.750419], [0.347577, -4.993471, 1.578788]],
  "atomic_forces_ev_per_a": [[0.191, -0.274, 0.605], [0.005, 0.031, 0.000], [-0.006, -0.030, -0.015], [0.012, -0.007, 0.001], [-0.009, 0.008, -0.002], [0.001, -0.008, 0.000], [0.002, 0.001, 0.006], [-0.016, 0.030, 0.012], [0.080, 0.190, -0.169], [-0.056, -0.233, 0.278], [-0.003, -0.076, -0.007], [-0.088, 0.331, -0.454], [-0.084, -0.143, 0.126], [0.076, 0.066, -0.053], [0.009, -0.001, -0.027], [-0.025, 0.031, 0.015], [0.032, -0.024, -0.019], [-0.012, 0.012, 0.016], [-0.021, 0.122, -0.077], [-0.057, -0.207, 0.085], [0.001, -0.013, 0.001], [-0.002, -0.002, 0.004], [0.000, -0.003, 0.003], [0.001, 0.002, -0.005], [0.000, 0.001, -0.002], [0.005, -0.023, 0.045], [0.001, 0.003, 0.001], [-0.001, 0.000, 0.000], [-0.001, -0.005, 0.001], [0.001, -0.005, 0.003], [-0.001, 0.250, -0.428], [-0.003, -0.051, 0.117], [-0.027, 0.034, -0.050], [0.012, -0.005, 0.031], [-0.002, 0.023, -0.019], [-0.028, -0.016, -0.033], [0.005, -0.011, 0.012], [0.011, 0.014, 0.007], [0.000, -0.010, -0.009], [-0.011, 0.018, -0.006], [0.019, -0.001, 0.012], [-0.008, -0.022, 0.001], [0.000, -0.009, -0.002], [0.000, 0.010, -0.003]]
}